DFT (ωB97M-V/def2-TZVPD) results for a gas-phase ion, C6H10N (charge +1) in a non-equilibrium geometry.

Results
Energy above the lowest of the compared OMol25 structures with the same formula, charge and spin, kcal per mole: 67.8
SMILES: C=CC(=C)[N+](=C)C
HOMO energy, eV: -13.80
Net charge: +1
Electronic energy, eV: -7863.4066
HOMO-LUMO gap, eV: 8.904
Lowest unoccupied orbital energy, Ha: -0.18006

XYZ file:
```
17
Properties=species:S:1:pos:R:3:lowdin_charge:R:1
N -0.658 0.592 -0.412 -0.0506
C -0.089 -0.682 0.477 -0.1315
C 2.312 -0.088 1.060 -0.0030
C 1.395 -1.012 1.207 -0.0754
C -1.473 1.393 0.195 0.1862
C -1.022 -1.537 0.878 0.0517
C -0.187 0.837 -1.832 0.0279
H -2.123 -1.486 0.648 0.1031
H 2.272 0.790 0.425 0.0596
H -2.062 2.037 -0.429 0.1227
H 1.563 -2.028 1.545 0.1055
H -1.645 1.237 1.227 0.1137
H -0.560 1.754 -2.241 0.0895
H -0.531 -0.034 -2.567 0.1639
H -0.595 -2.423 1.439 0.1030
H 3.377 -0.321 1.292 0.0889
H 0.808 0.970 -1.847 0.0447
```